# 1
The following is a DFT calculation (wB97M-V/def2-TZVPD) of a structure of composition C51H56BF3LiN6OS4Sb.

Geometry as XYZ:
```
124
Properties=species:S:1:pos:R:3:forces:R:3:lowdin_charge:R:1
Li 0.61719 0.88726 -0.53373 0.230 -0.062 0.088 0.3731
C 6.47082 0.23499 2.70798 -0.007 0.002 0.003 -0.0601
C 5.52264 0.64988 1.58420 0.027 0.029 0.003 -0.5508
C 4.91725 2.00824 1.94113 0.000 -0.012 -0.005 -0.0409
C 6.32213 0.70392 0.28238 -0.010 -0.010 0.005 -0.0481
N 4.43402 -0.36253 1.46753 0.004 -0.008 -0.021 0.0080
C 4.28870 -1.45345 2.31215 -0.008 0.007 0.019 -0.0374
C 3.16430 -2.09170 1.94944 0.004 -0.052 0.049 -0.0553
N 2.61228 -1.42105 0.87886 0.023 -0.094 -0.040 0.0398
B 1.21544 -1.76187 0.31073 -0.003 0.191 0.018 -0.6923
N 1.24492 -3.06681 -0.50570 -0.058 -0.145 0.145 0.0459
C 2.29754 -3.94555 -0.63095 0.048 -0.038 -0.141 -0.0502
C 1.89208 -4.97207 -1.39933 0.024 0.039 0.029 -0.0553
N 0.57110 -4.73400 -1.76243 0.049 0.052 -0.086 0.0115
C 0.17249 -3.54983 -1.19332 -0.011 -0.032 0.051 -0.7042
S -1.34538 -2.80188 -1.22495 -0.023 -0.042 -0.160 0.6678
C -0.28799 -5.78575 -2.38041 -0.054 -0.072 0.129 -0.5454
C -1.08157 -6.44071 -1.24922 -0.033 0.015 0.001 -0.0321
C 0.61787 -6.81394 -3.05926 0.012 -0.037 0.037 -0.0514
C -1.24042 -5.24315 -3.44517 0.094 0.061 -0.004 -0.0563
N 0.23704 -1.91176 1.50400 -0.070 0.092 0.043 0.0307
C -0.36770 -3.06287 1.94736 0.068 -0.048 -0.004 -0.0736
C -1.22726 -2.72672 2.92081 -0.045 -0.042 0.056 -0.0525
N -1.17152 -1.34665 3.07721 0.025 0.076 -0.049 0.0089
C -0.24934 -0.85562 2.19914 0.063 -0.126 -0.014 -0.6397
S 0.34534 0.73222 1.97874 -0.083 0.071 0.002 0.6197
C -2.09915 -0.68301 4.03722 -0.044 0.002 0.025 -0.5457
C -3.52775 -1.03345 3.60923 0.000 0.001 0.005 -0.0288
C -1.97745 0.83477 4.07359 0.019 -0.006 -0.018 -0.0880
C -1.79826 -1.23347 5.43272 0.010 -0.008 -0.008 -0.0316
C 3.38641 -0.34892 0.59108 0.008 0.082 0.023 -0.6677
S 3.09642 0.81268 -0.62495 0.049 0.091 -0.082 0.6561
H 7.26582 0.97752 2.76517 0.000 0.000 -0.006 0.0901
H 6.93322 -0.73388 2.51363 0.005 -0.001 0.006 0.0869
H 5.97074 0.21081 3.67693 0.000 -0.005 0.002 0.0865
H 5.72053 2.73663 2.06390 0.004 -0.002 0.003 0.0891
H 4.36383 1.93716 2.87942 -0.006 0.000 -0.002 0.0930
H 4.24269 2.35310 1.16163 -0.009 0.008 -0.003 0.0288
H 7.13504 1.42316 0.39294 0.000 0.002 0.005 0.0878
H 5.69784 1.00525 -0.55368 -0.002 0.004 -0.007 0.0276
H 6.75634 -0.27449 0.06669 0.000 -0.003 -0.001 0.0897
H 4.98261 -1.67924 3.09671 0.001 -0.006 0.005 0.1081
H 2.69277 -2.95809 2.37976 0.007 -0.011 -0.006 0.1282
H 0.85453 -0.89392 -0.40278 -0.120 -0.010 -0.149 0.0325
H 3.26425 -3.74883 -0.20369 0.001 0.006 0.029 0.1177
H 2.44418 -5.82759 -1.73353 0.001 0.007 -0.007 0.1066
H -0.40678 -6.86768 -0.50397 0.003 -0.003 -0.009 0.0869
H -1.71368 -7.23805 -1.64312 0.004 -0.007 -0.011 0.0887
H -1.71892 -5.69663 -0.76903 0.005 -0.014 0.002 0.0638
H 1.20837 -7.39165 -2.34734 0.001 0.028 0.006 0.0787
H 1.28811 -6.33130 -3.77462 -0.030 -0.035 -0.002 0.0886
H -0.01213 -7.51943 -3.59868 0.002 0.002 -0.021 0.0877
H -2.00823 -4.60977 -3.01787 -0.019 0.056 0.035 0.0280
H -1.70934 -6.09548 -3.94124 -0.002 0.022 0.016 0.0869
H -0.69161 -4.66841 -4.18838 0.018 0.017 -0.046 0.0623
H -0.15529 -4.02427 1.51489 -0.003 0.005 0.002 0.1221
H -1.88939 -3.34246 3.49874 0.001 -0.006 -0.006 0.1147
H -3.71229 -0.67149 2.59684 -0.003 -0.003 -0.003 0.0927
H -4.23649 -0.55426 4.28549 0.001 0.004 0.003 0.0885
H -3.71524 -2.10649 3.63070 -0.003 -0.003 -0.004 0.0753
H -2.18743 1.27832 3.10308 0.006 0.014 -0.013 0.0432
H -0.99034 1.16068 4.38903 0.013 0.010 -0.003 0.0587
H -2.71634 1.19673 4.79151 0.003 -0.012 0.003 0.0889
H -1.94180 -2.31270 5.48669 0.003 0.001 0.009 0.0745
H -2.46482 -0.76802 6.15924 -0.005 0.001 0.001 0.0882
H -0.76878 -1.00717 5.71279 0.001 0.002 0.002 0.0934
F -5.24798 7.55404 1.60376 -0.003 0.012 0.002 0.0531
C -4.57401 6.45290 1.21128 0.010 -0.009 -0.002 -0.2874
C -5.21986 5.23323 1.24114 -0.011 0.009 0.005 -0.0153
C -4.51451 4.10801 0.84102 0.002 -0.011 0.016 -0.1353
C -3.19227 4.19500 0.40839 0.028 -0.014 0.011 -0.3882
C -2.57977 5.44492 0.39444 -0.016 -0.004 -0.018 -0.1103
C -3.26510 6.58461 0.79698 -0.011 0.011 0.001 -0.0084
Sb -2.23669 2.37346 -0.22539 -0.151 0.018 -0.030 1.5188
C -0.36848 3.33273 -0.67161 -0.009 0.072 0.050 -0.4405
C 0.46540 3.68137 0.39252 -0.002 -0.009 0.044 -0.1812
C 1.66848 4.34246 0.18296 0.000 -0.005 0.013 -0.0095
C 2.02564 4.65145 -1.11199 -0.027 -0.001 -0.007 -0.2810
F 3.19298 5.28575 -1.33326 0.017 0.009 0.000 0.0623
C 1.22901 4.32989 -2.19414 0.032 0.007 0.000 0.0032
C 0.03175 3.66961 -1.96338 0.036 -0.058 -0.033 -0.1226
C -3.10444 2.44475 -2.18605 0.017 -0.027 0.003 -0.3891
C -3.65894 1.26914 -2.68602 -0.010 -0.021 -0.018 -0.1536
C -4.28454 1.23693 -3.92715 -0.018 0.029 0.033 -0.0317
C -4.32876 2.40067 -4.66379 -0.024 0.036 0.052 -0.2969
F -4.90563 2.37607 -5.88479 0.001 -0.010 -0.020 0.0525
C -3.80320 3.59247 -4.20212 -0.014 -0.021 -0.033 -0.0009
C -3.20146 3.60500 -2.95323 0.027 0.011 0.031 -0.1096
H -6.24715 5.17676 1.57473 -0.002 0.002 0.001 0.1173
H -5.01609 3.14586 0.86727 -0.002 0.002 0.004 0.0939
H -1.55312 5.54427 0.06352 0.009 0.005 0.007 0.0918
H -2.79941 7.56099 0.79111 -0.001 0.002 -0.001 0.1182
H 0.18341 3.43010 1.40953 0.002 0.010 -0.017 0.0720
H 2.32488 4.60075 1.00281 0.005 0.001 -0.004 0.1234
H 1.55045 4.59042 -3.19422 0.005 -0.002 -0.002 0.1186
H -0.58212 3.39558 -2.81105 -0.005 0.004 -0.002 0.0827
H -3.60302 0.35302 -2.10688 -0.001 -0.001 -0.001 0.0945
H -4.72128 0.32940 -4.32215 -0.007 -0.011 -0.007 0.1231
H -3.87363 4.48278 -4.81248 0.000 0.002 -0.004 0.1206
H -2.80316 4.53983 -2.57371 -0.009 0.001 -0.001 0.1046
O -0.16373 0.66728 -2.24564 -0.031 0.016 0.092 -0.6252
S -0.70980 -0.15088 -3.37908 -0.002 0.013 -0.069 0.9854
C -0.57934 0.93661 -4.80112 0.017 -0.006 0.063 -0.3544
C -1.56819 0.89668 -5.76780 -0.010 -0.023 -0.015 -0.0874
C -1.48566 1.75394 -6.85874 0.020 -0.003 -0.006 -0.0697
C -0.42227 2.63639 -6.96278 -0.016 -0.006 0.005 -0.0724
C 0.56698 2.66475 -5.98374 0.018 0.013 -0.003 -0.0645
C 0.49261 1.81332 -4.89524 -0.008 0.022 -0.006 -0.0690
C 0.58637 -1.28405 -3.86766 -0.072 -0.070 -0.048 -0.3730
C 1.82079 -1.24689 -3.25011 -0.019 0.001 0.009 -0.0754
C 2.78606 -2.16817 -3.63772 -0.002 -0.003 -0.013 -0.0601
C 2.51549 -3.09014 -4.63734 -0.004 0.023 -0.035 -0.0791
C 1.27197 -3.09912 -5.26120 0.014 -0.032 0.031 -0.0906
C 0.29411 -2.20259 -4.86500 -0.023 -0.011 0.000 -0.0930
H -2.40494 0.21618 -5.66455 0.043 0.011 -0.008 0.1061
H -2.26067 1.73964 -7.61356 -0.002 0.002 -0.003 0.1093
H -0.36171 3.30951 -7.80807 0.002 -0.001 -0.003 0.1047
H 1.39897 3.35163 -6.07469 -0.005 0.002 0.002 0.1070
H 1.24426 1.82540 -4.11517 0.014 0.004 0.007 0.1163
H 2.03227 -0.52030 -2.47484 -0.009 -0.046 0.005 0.0185
H 3.75333 -2.15569 -3.15170 0.004 0.007 0.013 0.1119
H 3.27382 -3.80329 -4.93577 -0.002 0.003 -0.003 0.1036
H 1.05792 -3.81823 -6.04204 0.010 0.002 -0.003 0.1069
H -0.69071 -2.22297 -5.31902 0.012 0.000 -0.011 0.1162
```
Positions in Å, forces in eV/Å.

Summary:
Total energy, Eh: -4545.99485
LUMO level, eV: 0.6
HOMO level, eV: -7.0
HOMO-LUMO gap, eV: 7.60



# 2
The following is a DFT calculation (wB97M-V/def2-TZVPD) of a structure of composition C51H56IN5O2P2Sr.

Geometry as XYZ:
```
118
Properties=species:S:1:pos:R:3:forces:R:3:lowdin_charge:R:1
Sr 0.66263 0.60164 0.45339 -4.876 -7.127 0.039 1.3741
C -1.87217 -5.32110 -4.22107 0.008 -0.005 0.003 -0.0469
C -3.03128 -4.86774 -3.37795 0.002 -0.012 0.037 -0.2181
C -4.21456 -5.59426 -3.33176 0.011 -0.002 0.004 -0.0534
C -5.28260 -5.18832 -2.54544 0.000 0.015 -0.001 -0.0911
C -5.17890 -4.02095 -1.80496 -0.014 -0.004 0.023 -0.0774
C -4.01855 -3.26508 -1.85215 0.049 0.007 -0.024 -0.0172
C -2.93885 -3.69469 -2.61965 -0.050 -0.019 0.007 -0.1956
N -1.73818 -2.95088 -2.69589 0.151 0.088 0.055 0.1415
C -1.26362 -2.06864 -1.72758 -0.174 0.046 -0.098 -0.3897
N -1.40576 -2.50748 -0.43797 0.212 0.009 -0.050 0.1210
C -2.17399 -1.79051 0.56966 -0.061 -0.017 -0.463 -0.3119
C -2.14463 -0.39928 0.60974 0.137 0.515 0.171 -0.1202
C -3.20640 0.13734 1.36004 0.035 -0.307 0.287 -0.1800
C -4.11167 -0.62499 2.09408 0.006 0.067 -0.032 -0.1103
C -3.95161 -1.99948 2.14694 0.022 -0.052 0.031 -0.0703
C -2.97255 -2.61196 1.37972 -0.038 0.030 -0.085 -0.2537
C -2.76147 -4.09986 1.44448 -0.010 0.018 0.007 -0.0475
N -0.68853 -0.94892 -2.02607 0.178 -0.152 0.003 0.1434
C -0.85332 -0.42994 -3.33409 -0.113 -0.020 0.023 -0.2658
C -0.08466 -0.85298 -4.41799 -0.062 -0.017 0.040 -0.0846
C -0.18364 -0.24776 -5.66521 -0.006 -0.002 -0.019 -0.1021
C -1.06848 0.79987 -5.84899 0.004 -0.030 0.005 -0.0957
C -1.87613 1.19258 -4.78845 -0.022 -0.019 -0.011 -0.0464
C -1.80375 0.58469 -3.54131 -0.073 0.027 -0.016 -0.2034
C -2.75974 0.95329 -2.44762 0.118 0.071 0.040 -0.0318
H -2.05193 -6.31891 -4.61824 -0.002 0.003 -0.004 0.0753
H -0.94819 -5.34062 -3.63915 -0.004 -0.001 0.000 0.0781
H -1.70506 -4.65395 -5.07261 0.002 0.001 0.002 0.0812
H -4.28987 -6.50493 -3.91482 -0.001 0.002 -0.001 0.1073
H -6.18929 -5.77815 -2.51529 0.002 0.000 0.003 0.0990
H -6.00307 -3.68464 -1.18914 0.001 -0.004 -0.003 0.1070
H -3.95145 -2.34597 -1.28426 0.035 0.020 0.032 0.1130
H -1.38623 -2.80104 -3.62907 -0.007 0.085 0.032 0.1156
H -1.56553 -3.50191 -0.40623 -0.026 -0.035 0.048 0.1091
H -3.35351 1.21258 1.44119 0.032 0.027 0.013 0.0495
H -4.90805 -0.14732 2.65536 0.009 0.003 0.001 0.0885
H -4.58426 -2.60794 2.78389 -0.003 0.003 -0.009 0.1017
H -3.33581 -4.52730 2.26591 0.004 0.001 -0.003 0.0781
H -1.70429 -4.31184 1.62862 -0.010 -0.021 0.030 0.0770
H -3.07822 -4.61043 0.52783 0.009 -0.007 -0.018 0.0678
H 0.61853 -1.65956 -4.27758 0.176 -0.106 0.066 0.0910
H 0.43331 -0.59730 -6.48479 -0.009 -0.001 0.009 0.1000
H -1.15484 1.28745 -6.81147 0.009 0.005 0.003 0.0968
H -2.60616 1.98061 -4.93708 0.003 0.004 0.003 0.1064
H -3.35120 1.82507 -2.72925 -0.027 0.014 -0.010 0.0780
H -2.23672 1.13392 -1.50832 0.010 -0.041 -0.025 0.0334
H -3.43960 0.12369 -2.23583 -0.017 0.019 -0.011 0.0867
O 1.27078 1.20578 2.85274 -0.043 0.211 -0.258 -0.3805
P 1.54409 2.43551 2.07200 0.604 1.443 0.480 0.6711
C 2.57685 1.99427 0.51954 0.761 1.267 -0.177 -0.4213
P 1.91527 2.34257 -1.20642 1.737 0.659 -0.903 0.7266
O 0.50942 1.86929 -1.45015 0.587 1.182 -0.436 -0.4396
C 2.37200 4.03260 -1.62681 -0.318 0.019 -0.089 -0.2840
C 1.87419 4.50100 -2.84132 -0.046 0.006 -0.001 -0.0574
C 2.27205 5.73775 -3.32134 0.001 0.018 0.008 -0.0604
C 3.17310 6.50624 -2.59618 -0.009 -0.006 0.000 -0.0673
C 3.66953 6.04100 -1.38687 -0.001 0.014 0.009 -0.0632
C 3.27014 4.80547 -0.89920 0.015 0.017 -0.020 -0.0856
C 3.04378 1.39056 -2.23867 0.059 0.209 -0.011 -0.2663
C 2.49211 0.73721 -3.33098 -0.033 -0.058 0.049 -0.0517
C 3.31985 0.10101 -4.24487 0.017 -0.045 -0.037 -0.0606
C 4.69232 0.12293 -4.07075 0.003 0.012 0.010 -0.0642
C 5.25003 0.78320 -2.97815 -0.044 -0.015 -0.008 -0.0735
C 4.42897 1.42602 -2.07027 0.028 -0.027 0.043 -0.0865
C 0.08405 3.14631 1.25497 0.065 1.011 0.538 -0.3456
C 0.33696 4.37670 0.62798 -0.118 -0.003 -0.083 -0.1288
C -0.61670 4.98225 -0.16311 0.044 0.000 0.013 -0.0542
C -1.83756 4.34907 -0.34917 -0.035 -0.004 -0.018 -0.0380
C -2.11638 3.16808 0.31124 -0.186 -0.121 0.046 -0.0575
C -1.18682 2.56382 1.15088 0.314 0.590 0.407 -0.1230
C 2.47960 3.71563 2.90389 0.061 -0.008 -0.051 -0.2794
C 3.83111 3.46829 3.14573 0.004 0.008 0.019 -0.0736
C 4.58593 4.38828 3.85364 -0.002 -0.004 0.008 -0.0636
C 3.99157 5.55058 4.32741 -0.008 0.003 0.000 -0.0648
C 2.64160 5.78613 4.11000 0.006 0.004 0.004 -0.0609
C 1.88080 4.86897 3.40133 -0.019 -0.020 0.031 -0.0651
H 2.84318 0.90929 0.46233 0.605 0.471 0.364 -0.0134
H 3.53606 2.50568 0.57465 -0.024 0.073 0.013 0.0492
H 1.17280 3.89581 -3.40512 -0.001 -0.004 0.000 0.1214
H 1.88119 6.10021 -4.26272 0.003 0.000 -0.002 0.1104
H 3.48841 7.46987 -2.97386 -0.002 0.003 0.002 0.1080
H 4.36575 6.64203 -0.81690 0.001 0.002 -0.002 0.1094
H 3.65003 4.47386 0.05952 0.021 -0.002 -0.004 0.0966
H 1.41804 0.71053 -3.45678 0.041 0.058 0.010 0.0853
H 2.87790 -0.41965 -5.08608 0.041 0.026 0.041 0.1042
H 5.33638 -0.37816 -4.78154 0.003 -0.006 0.007 0.1080
H 6.32314 0.79488 -2.83913 0.001 0.006 -0.009 0.1075
H 4.87384 1.95435 -1.23363 0.001 0.017 -0.015 0.1063
H 1.29321 4.86397 0.75519 0.007 -0.006 0.010 0.0936
H -0.40207 5.92896 -0.64202 0.002 -0.004 -0.006 0.1157
H -2.58542 4.78673 -0.99763 0.000 0.006 0.003 0.1149
H -3.07876 2.69640 0.17476 -0.002 -0.014 0.031 0.1069
H -1.47465 1.68698 1.72500 0.131 -0.042 -0.156 0.0796
H 4.28731 2.54419 2.80826 0.007 0.008 -0.003 0.1164
H 5.63239 4.19340 4.04580 0.001 0.002 -0.001 0.1104
H 4.58140 6.26988 4.88015 0.001 -0.001 0.003 0.1094
H 2.17669 6.68250 4.49778 0.002 0.002 -0.001 0.1105
H 0.82488 5.04727 3.24412 -0.001 0.007 -0.019 0.1147
N 3.77655 -0.77582 0.45876 -0.064 -0.016 -0.214 -0.0388
C 4.11830 -1.94378 -0.37504 -0.105 -0.057 0.031 -0.2563
C 2.98962 -2.97093 -0.37176 0.042 -0.016 0.016 -0.2234
C 2.90882 -3.74993 -1.67219 0.047 0.002 0.027 -0.2828
N 2.49833 -2.84574 -2.74440 -0.042 0.014 -0.100 0.0108
H 4.58609 -0.16139 0.48789 0.037 -0.063 0.121 0.0713
H 3.59242 -1.09903 1.41404 0.020 0.035 0.043 -0.0746
H 5.03452 -2.42233 -0.01032 0.030 -0.003 -0.061 0.1138
H 4.29997 -1.59981 -1.39537 -0.064 0.033 0.003 0.0912
H 2.03378 -2.46026 -0.20008 -0.023 -0.012 -0.050 0.0801
H 3.10012 -3.65948 0.46513 -0.005 0.038 0.056 0.0840
H 2.23380 -4.60297 -1.53771 -0.025 0.004 -0.002 0.1060
H 3.89320 -4.15707 -1.92538 -0.002 -0.009 0.006 0.1118
H 1.60633 -2.42764 -2.49833 -0.069 0.024 -0.028 0.0386
H 2.37705 -3.34162 -3.61888 -0.027 -0.026 0.001 0.0658
I 2.13503 -2.23367 3.21668 -0.033 0.059 0.047 0.5662
C 0.12180 -1.97365 2.30684 0.112 -0.178 -0.043 -0.6223
H -0.12734 -0.93560 2.54851 0.021 0.098 0.137 -0.1393
H 0.28625 -2.08699 1.22369 0.248 0.028 0.032 -0.1548
```
Positions in Å, forces in eV/Å.

Summary:
Total energy, Eh: -3412.32573
LUMO level, eV: -0.5
HOMO level, eV: -5.2
Relative energy (zero: lowest compared OMol25 entry of this formula, charge and spin), kJ/mol: 464.9
HOMO-LUMO gap, eV: 4.65